{
  "formula": "C34H54O20",
  "method": "ωB97M-V with the def2-TZVPD basis set",
  "lumo_energy_ev": 0.49,
  "e_above_lowest_kj_mol": 30.8,
  "charge": 0,
  "symbols": ["C", "O", "C", "O", "O", "C", "H", "H", "H", "H", "H", "H", "C", "O", "C", "O", "O", "C", "H", "H", "H", "H", "H", "H", "O", "C", "C", "C", "C", "O", "H", "H", "H", "H", "H", "H", "O", "C", "C", "C", "C", "O", "H", "H", "H", "H", "H", "H", "O", "C", "C", "C", "C", "O", "H", "H", "H", "H", "H", "H", "O", "C", "C", "C", "C", "O", "H", "H", "H", "H", "H", "H", "O", "C", "C", "C", "C", "O", "H", "H", "H", "H", "H", "H", "O", "C", "C", "C", "C", "O", "H", "H", "H", "H", "H", "H", "O", "C", "C", "C", "C", "O", "H", "H", "H", "H", "H", "H"],
  "positions_angstrom": [[-0.35258, 0.68119, 0.95534], [0.18652, 0.15358, 2.19072], [1.40776, 0.47867, 2.49146], [2.12257, 1.26752, 2.00729], [1.76355, -0.37758, 3.45922], [3.15109, -0.19143, 3.81773], [0.36700, 0.36326, 0.23571], [-0.49943, 1.73280, 1.02020], [-1.25433, 0.12228, 0.80917], [3.20983, 0.78381, 4.26652], [3.77900, -0.24709, 2.90219], [3.27421, -0.92643, 4.64471], [-2.15305, 5.28490, -1.67144], [-3.29936, 4.59729, -1.10061], [-3.11726, 3.97437, 0.06147], [-2.17146, 4.09811, 0.78179], [-4.24290, 3.26439, 0.31256], [-4.31753, 2.67340, 1.64289], [-1.74775, 5.80067, -0.82783], [-2.52858, 5.91078, -2.43089], [-1.37494, 4.54368, -2.00023], [-3.82722, 3.39642, 2.30302], [-3.69142, 1.74863, 1.71793], [-5.43736, 2.58586, 1.90400], [-3.43782, 0.48157, -2.14145], [-4.45039, -0.01568, -1.72668], [-5.06156, -0.03803, -0.38437], [-6.49393, -0.58178, -0.67751], [-6.25663, -1.50676, -1.84699], [-5.21681, -0.72769, -2.60101], [-4.32238, -0.75713, 0.08865], [-5.09106, 0.99272, 0.08858], [-6.90053, -1.12141, 0.19661], [-7.15748, 0.24243, -0.91493], [-5.76827, -2.43482, -1.56415], [-7.07440, -1.79711, -2.53152], [6.19375, 3.71908, -1.30463], [5.55018, 3.79939, -0.32659], [4.53679, 4.90076, 0.06382], [3.90880, 4.37389, 1.36906], [4.82961, 3.17822, 1.82695], [5.51096, 2.83297, 0.64134], [5.18358, 5.81273, 0.09344], [3.81189, 5.06913, -0.71392], [3.88437, 5.15971, 2.04449], [2.91908, 3.97220, 1.24244], [5.57806, 3.45829, 2.61475], [4.22102, 2.35936, 2.15804], [-2.67530, -2.22244, 0.73392], [-2.32151, -2.44960, -0.43208], [-1.24987, -1.81552, -1.26691], [-1.19441, -2.70821, -2.52205], [-2.53042, -3.34916, -2.59347], [-2.98119, -3.32617, -1.18694], [-1.60427, -0.82935, -1.54065], [-0.28104, -1.64354, -0.79189], [-1.04197, -2.14909, -3.48075], [-0.42669, -3.46077, -2.49192], [-3.18442, -2.67018, -3.23286], [-2.55203, -4.35663, -2.98504], [1.54241, -4.89752, 5.35714], [2.68559, -4.60735, 5.74310], [3.94412, -5.42865, 5.56654], [4.96800, -4.64135, 6.45000], [4.43928, -3.24622, 6.25123], [3.01325, -3.42086, 6.19786], [3.79618, -6.50905, 5.70711], [4.24435, -5.19946, 4.56936], [4.99597, -4.80761, 7.53433], [5.99264, -4.74642, 6.08620], [4.74263, -2.62778, 7.02659], [4.69729, -2.85176, 5.24319], [0.96653, 3.68367, -3.06038], [1.81147, 2.80489, -3.10177], [2.14558, 1.65540, -1.99958], [3.36048, 0.99636, -2.54889], [3.41688, 1.37982, -4.04140], [2.67323, 2.66112, -4.16365], [2.26865, 2.25131, -1.09812], [1.29182, 0.98908, -1.96501], [4.26289, 1.29690, -2.00103], [3.24917, -0.12532, -2.48605], [4.39703, 1.67261, -4.40077], [2.76973, 0.68407, -4.64799], [-1.80753, -5.66184, -0.01071], [-1.46103, -5.20101, 0.98216], [-2.17776, -5.26872, 2.30977], [-1.51742, -4.19892, 3.18900], [-0.12136, -4.15463, 2.43735], [-0.35366, -4.44626, 1.06849], [-3.17635, -4.91546, 2.11217], [-2.18885, -6.24875, 2.72890], [-2.01399, -3.27766, 2.94466], [-1.41528, -4.31068, 4.27647], [0.42906, -3.21299, 2.59436], [0.43807, -4.99964, 2.79656], [0.34717, 0.33021, -4.38522], [-0.30156, 1.13794, -5.02033], [-1.52203, 1.89517, -4.63181], [-1.80262, 2.77109, -5.88878], [-0.43156, 2.77854, -6.61564], [0.22503, 1.61275, -6.19720], [-2.33235, 1.17922, -4.38903], [-1.34319, 2.62042, -3.76873], [-2.66252, 2.30969, -6.46835], [-2.15730, 3.75210, -5.57875], [-0.57225, 2.77274, -7.70883], [0.14399, 3.66037, -6.39122]],
  "forces_ev_per_a": [[0.63, -1.05, 0.95], [-1.73, 0.23, -0.35], [-1.20, -2.90, 1.56], [1.67, 2.64, -1.69], [0.93, 0.12, 0.20], [-0.85, -0.64, 0.59], [0.32, 0.38, -1.07], [-0.08, 0.84, -0.14], [-0.61, -0.05, -0.05], [0.48, 0.55, 0.07], [-0.14, -0.31, 0.96], [0.49, 0.27, -1.01], [0.66, -2.09, 1.60], [-0.21, -0.52, -0.70], [-1.08, 0.36, -0.54], [0.54, -0.34, 0.43], [0.26, -0.33, 0.39], [-0.15, 0.67, 0.24], [0.64, 0.88, 0.10], [-0.30, 0.59, -0.84], [-0.84, 0.70, -0.02], [-0.37, -0.20, 0.23], [-0.98, 0.50, -0.24], [1.98, -0.20, -0.52], [0.25, 0.25, 0.50], [-0.43, 0.17, -2.03], [-0.13, 0.39, 0.65], [0.42, -0.77, 1.43], [1.12, 0.70, -0.94], [-0.76, -1.00, 0.26], [-1.30, 0.69, 0.50], [0.40, -1.57, -0.58], [0.06, 0.26, -0.39], [-0.06, 0.09, -0.17], [0.09, -0.12, 0.32], [0.31, 0.76, 0.35], [1.16, -0.30, -1.25], [-2.55, 0.21, 1.70], [1.31, -0.47, 0.25], [1.20, -0.96, -0.81], [-0.04, 2.13, -0.08], [1.17, -0.78, -0.73], [-0.80, -0.43, 0.54], [-0.13, -0.12, -0.45], [-0.23, 1.24, 1.67], [-0.45, 0.05, -0.31], [-0.63, -0.17, -0.65], [-0.09, -0.48, 0.07], [0.83, -0.31, -2.20], [-0.52, 0.15, 1.58], [0.63, -0.02, -0.74], [1.07, 0.95, -1.27], [-1.29, 1.48, 0.30], [-0.95, -0.41, -0.71], [-0.25, 0.33, -0.09], [-0.28, -0.44, 0.22], [0.17, -0.16, 0.98], [0.49, -0.23, 0.41], [0.20, -0.99, 1.10], [-0.08, -0.22, 0.31], [2.67, 0.68, 1.34], [-2.63, -1.77, -2.00], [0.29, 0.10, 1.77], [0.17, -0.65, -0.31], [-0.31, -1.22, -2.44], [-0.39, 1.65, 1.00], [0.13, 0.55, 0.00], [0.22, -0.28, -1.08], [-0.37, -0.63, -0.32], [-0.10, 0.01, 0.01], [0.07, 1.53, 1.27], [0.24, 0.03, 0.73], [1.21, -1.32, 0.03], [0.08, -0.49, -0.06], [-1.10, 2.53, -1.61], [0.84, -1.63, -0.22], [-1.78, 0.86, -0.06], [-0.77, -0.28, 1.52], [0.00, -0.48, 0.35], [-0.25, 0.12, 0.18], [-0.13, -0.09, -0.29], [0.37, 1.13, 0.04], [0.09, -0.74, -0.25], [1.35, 0.44, 0.35], [-1.41, -2.24, -4.40], [0.76, 1.49, 3.62], [-0.29, 1.29, 0.74], [1.64, 0.01, -1.60], [-0.34, 0.27, 1.87], [0.17, 0.75, -0.06], [-0.60, -0.47, -0.18], [0.02, -0.81, 0.14], [-0.24, 0.57, 0.26], [-0.04, -0.34, -0.51], [-0.24, -0.40, -0.42], [0.72, -0.11, 0.53], [-1.08, 0.23, -0.50], [2.43, 0.20, 0.56], [-0.94, 1.11, 0.06], [-1.03, -0.85, 0.13], [-1.88, 0.44, -0.89], [-0.06, -0.85, 0.63], [0.43, 0.59, 0.13], [0.11, -1.49, -0.82], [1.29, 0.47, 0.27], [0.21, 0.12, -0.19], [0.18, -0.27, 0.36], [0.39, 0.25, 0.44]]
}